C36H32O3 | ωB97M-V/def2-TZVPD

Positions of all 71 atoms, in Å:
C  0.50  -5.61  3.88
C  1.48  -5.76  2.98
C  1.91  -4.58  2.16
C  2.84  -3.77  2.79
C  3.32  -2.60  2.20
C  2.82  -2.28  0.94
C  1.91  -3.11  0.28
C  1.43  -4.29  0.86
C  0.45  -5.16  0.11
C  -0.82  -5.57  0.84
O  -1.51  -4.39  1.26
C  1.51  -2.63  -1.09
O  1.42  -3.34  -2.05
C  1.27  -1.16  -1.15
C  0.21  -0.60  -1.85
C  0.05  0.78  -1.83
C  0.92  1.59  -1.11
C  2.00  1.05  -0.43
C  2.16  -0.33  -0.46
C  3.25  -1.02  0.28
O  4.38  -0.60  0.33
H  0.55  -6.10  4.85
H  -0.39  -5.02  3.68
H  1.97  -6.73  2.88
H  3.21  -4.01  3.77
H  4.03  -1.94  2.66
H  0.92  -6.05  -0.31
H  0.12  -4.60  -0.75
H  -0.66  -6.27  1.65
H  -1.45  -6.07  0.10
H  -2.45  -4.57  1.19
H  -0.48  -1.24  -2.39
H  -0.78  1.23  -2.35
H  0.77  2.66  -1.09
H  2.70  1.62  0.15
C  -0.04  0.02  3.27
C  -0.54  1.11  3.96
C  -0.24  1.28  5.31
C  0.55  0.36  5.97
C  1.04  -0.75  5.28
C  0.75  -0.91  3.93
H  -0.26  -0.11  2.22
H  -1.16  1.84  3.45
H  -0.63  2.14  5.84
H  0.78  0.49  7.02
H  1.66  -1.47  5.80
H  1.13  -1.77  3.40
C  -1.81  2.85  -7.52
C  -2.31  3.94  -6.82
C  -1.99  4.10  -5.48
C  -1.19  3.17  -4.84
C  -0.70  2.07  -5.53
C  -1.01  1.91  -6.88
H  -2.05  2.72  -8.57
H  -2.93  4.66  -7.32
H  -2.38  4.95  -4.93
H  -0.95  3.30  -3.79
H  -0.08  1.35  -5.03
H  -0.62  1.06  -7.42
C  -2.59  4.43  -1.39
C  -2.83  5.80  -1.33
C  -2.29  6.55  -0.29
C  -1.50  5.94  0.67
C  -1.26  4.57  0.61
C  -1.81  3.82  -0.42
H  -3.01  3.84  -2.20
H  -3.45  6.27  -2.08
H  -2.48  7.61  -0.24
H  -1.08  6.52  1.47
H  -0.65  4.09  1.37
H  -1.63  2.75  -0.48

Its HOMO-LUMO gap is 8.82 eV. For the HOMO energy, the calculation gives -0.3399 hartree. As for the net charge: 0. Its molar mass is 512.6 g/mol. The SMILES is C=Cc1ccc2c(c1CCO)C(=O)c1ccccc1C2=O.c1ccccc1.c1ccccc1.c1ccccc1.

Here are the Mulliken charges for atoms 1 to 2, given in e: number 1, C, carries -0.720; number 2, C, carries -1.303

C34H37BrF11N2O4PbS2SbSi | ωB97M-V/def2-TZVPD

Positions of all 94 atoms, in Å:
Pb  11.01  14.32  16.15
S  10.29  13.76  21.78
C  11.99  13.74  21.56
C  12.46  14.21  20.36
C  11.38  14.63  19.58
C  10.08  14.28  20.13
C  8.81  14.28  19.46
C  7.59  14.35  20.10
C  6.46  14.57  19.32
C  6.54  14.66  17.96
C  7.81  14.45  17.42
N  8.90  14.41  18.13
H  12.60  13.43  22.35
H  13.52  14.28  20.12
H  7.49  14.21  21.17
H  5.50  14.62  19.78
H  5.70  14.78  17.26
H  7.97  14.49  16.32
O  13.38  13.81  16.61
C  14.18  14.69  17.03
C  13.91  15.82  17.93
C  15.02  16.61  18.22
C  14.81  17.88  18.77
C  13.59  18.32  19.21
C  12.58  17.43  19.17
C  12.64  16.22  18.48
O  11.40  15.47  18.49
N  16.04  18.61  18.94
O  16.01  19.76  19.42
O  17.12  18.03  18.76
H  15.24  14.69  16.60
H  16.02  16.24  17.99
H  13.40  19.36  19.47
H  11.67  17.54  19.73
F  12.22  7.86  13.31
C  11.55  8.67  14.14
C  11.35  10.06  13.89
F  11.81  10.59  12.75
C  10.88  10.89  14.86
F  10.77  12.21  14.55
C  10.58  10.50  16.17
S  10.12  11.71  17.27
C  10.69  9.12  16.35
F  10.53  8.64  17.65
C  11.24  8.24  15.45
F  11.44  6.95  15.84
F  12.10  16.45  14.71
Sb  10.74  17.92  14.88
F  11.32  18.86  13.30
F  12.10  18.71  15.94
F  9.44  19.27  15.15
F  10.18  16.88  16.40
F  9.60  16.72  13.79
C  8.92  14.19  8.81
C  9.70  15.39  9.30
C  9.61  16.42  8.09
C  8.94  16.04  10.51
Si  11.52  15.06  9.74
Br  11.29  13.88  11.65
C  12.66  16.59  10.12
C  11.86  17.79  10.66
C  13.50  16.93  8.87
C  13.74  16.31  11.29
C  12.28  13.82  8.48
C  12.34  14.39  7.08
C  11.50  12.48  8.52
C  13.79  13.53  8.90
H  7.84  14.48  8.80
H  8.93  13.31  9.50
H  9.11  13.84  7.78
H  8.59  16.62  7.83
H  10.13  16.02  7.17
H  10.02  17.38  8.38
H  8.39  15.29  11.11
H  8.14  16.64  10.02
H  9.53  16.63  11.17
H  11.00  18.09  10.08
H  12.50  18.65  10.79
H  11.39  17.60  11.65
H  12.91  17.07  7.95
H  14.27  16.22  8.70
H  13.97  17.93  9.00
H  13.42  16.64  12.27
H  14.65  16.90  11.06
H  13.84  15.22  11.49
H  11.29  14.45  6.64
H  13.02  13.78  6.43
H  12.80  15.38  7.09
H  10.47  12.63  8.24
H  11.64  11.96  9.49
H  12.01  11.84  7.82
H  14.48  14.33  8.82
H  14.19  12.74  8.32
H  13.86  13.17  9.91

As for the relative energy (zero: lowest compared OMol25 entry of this formula, charge and spin): 119.2 kJ/mol. Its HOMO-LUMO gap (alpha / beta) is 5.26 / 7.23 eV. For the HOMO energy (alpha / beta), the calculation gives -0.1314 / -0.2059 hartree. As for the expectation value of S²: 0.7809. As for the multiplicity: 2. As for the net charge: -1. Its molar mass is 1247.7 g/mol.

Here are the Mulliken charges for atoms 1 to 2, given in e: number 1, Pb, carries 1.699; number 2, S, carries -0.272

> Number 2 is which compound?

C34H37BrF11N2O4PbS2SbSi

> molar mass of number 1 (C36H32O3)?

512.6 g/mol

> Look up the molar mass of the second one.

1247.7 g/mol

> The lowest molar mass belongs to which entry?

C36H32O3